The following is a quantum chemistry calculation of an isolated molecule of C15H20F2N2O3 in a non-equilibrium geometry, from the OMol25 dataset.

```
! wB97M-V def2-TZVPD RIJCOSX def2/J DEFGRID3
* xyz 0 1
C 2.026 -1.224 -1.466
C 1.230 -0.125 -2.158
C 1.780 1.270 -1.845
C 1.011 2.382 -2.573
C 1.295 2.423 -4.069
N 1.717 1.503 -0.416
C 2.792 1.736 0.352
O 3.916 1.926 -0.061
C 2.454 1.791 1.854
O 1.761 0.652 2.329
N 0.477 0.573 1.824
C -0.191 -0.455 2.163
C -1.535 -0.649 1.658
C -2.135 0.281 0.807
C -3.409 0.080 0.317
C -4.110 -1.059 0.675
C -3.542 -1.997 1.522
C -2.264 -1.796 2.011
O -1.610 -2.687 2.870
C -2.209 -3.804 3.291
F -2.558 -4.640 2.281
F -3.358 -3.573 3.973
H 1.633 -2.202 -1.732
H 3.072 -1.178 -1.761
H 1.975 -1.119 -0.384
H 1.263 -0.283 -3.236
H 0.184 -0.174 -1.841
H 2.840 1.325 -2.115
H 1.307 3.337 -2.132
H -0.060 2.250 -2.403
H 2.363 2.525 -4.248
H 0.789 3.271 -4.523
H 0.947 1.519 -4.562
H 0.844 1.290 0.054
H 1.877 2.703 2.052
H 3.382 1.812 2.425
H 0.219 -1.217 2.820
H -1.578 1.167 0.548
H -3.858 0.809 -0.340
H -5.107 -1.226 0.299
H -4.112 -2.873 1.787
H -1.516 -4.342 3.957
*
```

Energy above the lowest of the compared OMol25 structures with the same formula, charge and spin, kJ/mol: 4.2
HOMO, eV: -8.9297
E, eV: -30436.27709
Structure (SMILES): CCC(CC)NC(=O)CO/N=C/c1ccccc1OC(F)F
Gap between HOMO and LUMO, eV: 8.9
Strongest force on any atom, eV/Å: 1.57